Record 1
A structure of composition C17H23O3Os at a distorted geometry. Source: the OMol25 dataset; level of theory: ωB97M-V/def2-TZVPD.

Last column: Mulliken spin population.
CARTESIAN COORDINATES (ANGSTROEM)
1 Os -0.38644 -1.22921 -0.26033  1.54
2 C -2.11623 -2.26320 0.57530  0.04
3 C -1.92539 -1.72156 1.90038  0.36
4 C -2.18321 -0.33378 1.85504  0.06
5 H -1.75683 -2.32329 2.79261  -0.01
6 C -2.53330 0.02847 0.53162  0.29
7 C -2.53528 -1.15909 -0.27818  0.08
8 H -2.98916 -1.25236 -1.26011  0.00
9 H -2.18014 -3.32083 0.32580  -0.03
10 H -2.16252 0.34456 2.70388  0.02
11 H -2.84615 1.01266 0.18760  -0.01
12 C 0.61575 -2.85433 -1.17723  -0.03
13 C -0.60421 -2.60614 -1.86473  0.11
14 C -0.56116 -1.27012 -2.37352  0.08
15 H -1.41846 -3.31348 -1.97731  0.00
16 C 0.71223 -0.72514 -2.05555  0.34
17 C 1.43146 -1.68344 -1.28906  0.03
18 H 2.42655 -1.55375 -0.87920  0.00
19 H 0.88876 -3.77951 -0.68174  0.00
20 H -1.33879 -0.75838 -2.92956  0.01
21 H 1.06820 0.25460 -2.35103  -0.07
22 O 0.00664 0.84199 -0.12679  0.16
23 C 0.53771 2.90119 -1.12558  0.71
24 C 1.01144 2.85298 0.27467  0.09
25 C -0.85061 3.22680 -1.44356  0.03
26 C 1.55817 3.03129 -2.18233  0.01
27 C 1.08613 1.36804 0.61258  0.04
28 H 0.28638 3.32741 0.95052  0.01
29 H 1.99215 3.31867 0.39884  0.01
30 H 2.04008 0.92411 0.24840  -0.02
31 H 0.98762 1.17831 1.69550  0.00
32 H -1.07426 4.30233 -1.31487  0.04
33 H -1.54249 2.65912 -0.80573  0.00
34 H -1.05663 2.98977 -2.49750  0.01
35 H 1.95158 4.06302 -2.27757  0.02
36 H 1.13712 2.77598 -3.16573  0.01
37 H 2.42236 2.37925 -1.98653  0.01
38 C 1.68853 -1.37119 3.63747  0.01
39 O 0.89841 -0.93545 2.51327  0.01
40 C 0.66013 -1.90204 1.59251  0.08
41 O 1.02626 -3.05485 1.76831  0.01
42 H 1.16017 -2.15685 4.18876  0.00
43 H 1.80073 -0.47829 4.25175  0.00
44 H 2.66672 -1.73426 3.29891  0.00

Properties
Highest occupied orbital energy (spin up / spin down)   -0.330 / -3.785 eV
LUMO (spin up / spin down)   2.8 / 2.7 eV
Spin multiplicity   5
Total charge   -1
Orbital gap (spin up / spin down)   3.1728 / 6.4722 eV
ΔE to the lowest compared entry with this formula, charge and spin   0.2727 eV
M   465.60 g/mol
Total energy   -977.723024 a.u.
Max |F|   5.91 eV Å⁻¹



Record 2
An isolated molecule of C26H26F4N4O3. Source: the OMol25 dataset; level of theory: ωB97M-V/def2-TZVPD.

Last column: natural (NBO) charge in e.
CARTESIAN COORDINATES (ANGSTROEM)
1 N -2.72691 -0.92746 2.68457  -0.84
2 C -3.36019 -1.60192 1.70632  0.69
3 O -4.27141 -2.37069 1.92121  -0.62
4 C -2.77649 -1.37875 0.30088  -0.30
5 C -3.50138 -2.27280 -0.71415  -0.39
6 C -2.68502 -2.50224 -1.96356  -0.24
7 C -1.50849 -3.43071 -1.90982  -0.43
8 C -2.74217 -3.82667 -2.66247  -0.41
9 C -2.80139 0.10780 -0.13794  -0.29
10 C -3.99678 0.87961 0.42700  -0.40
11 C -4.14750 2.23172 -0.27187  -0.49
12 C -5.33477 2.99623 0.27439  0.98
13 F -5.24547 3.22250 1.59218  -0.33
14 F -5.46650 4.20059 -0.30863  -0.33
15 F -6.49498 2.35319 0.07523  -0.33
16 C -1.48390 0.74563 0.27924  0.71
17 O -1.25804 1.13379 1.41384  -0.67
18 N -0.56453 0.81081 -0.69869  -0.60
19 C 0.78511 1.24861 -0.46883  -0.03
20 N 1.62742 0.11228 -0.26272  -0.40
21 C 2.81836 0.25374 0.16406  0.24
22 C 3.60930 -0.96586 0.37725  -0.02
23 C 4.99617 -0.96713 0.23887  -0.22
24 C 5.71141 -2.13539 0.42776  -0.20
25 C 5.05538 -3.31019 0.75702  -0.20
26 C 3.67517 -3.31838 0.88536  -0.21
27 C 2.95485 -2.15603 0.69233  -0.19
28 C 3.45362 1.55458 0.44824  -0.06
29 C 4.27692 1.69994 1.56732  -0.20
30 C 4.92487 2.88796 1.83267  -0.21
31 C 4.79451 3.96074 0.96124  -0.25
32 C 3.97910 3.82237 -0.13831  0.37
33 F 3.84515 4.85188 -1.00382  -0.32
34 C 3.26936 2.64808 -0.41056  0.09
35 N 2.48037 2.60259 -1.55721  -0.61
36 C 1.28561 1.97638 -1.72022  0.69
37 O 0.68441 1.97441 -2.76655  -0.58
38 H -3.09408 -1.00566 3.61919  0.40
39 H -2.07114 -0.18193 2.48423  0.42
40 H -1.72972 -1.70437 0.34929  0.23
41 H -4.46752 -1.83118 -0.96686  0.21
42 H -3.70209 -3.22944 -0.23007  0.24
43 H -2.58279 -1.63336 -2.60436  0.20
44 H -0.61920 -3.17877 -2.46761  0.22
45 H -1.30698 -3.93474 -0.97679  0.21
46 H -2.70541 -3.84364 -3.74111  0.21
47 H -3.36921 -4.59547 -2.23825  0.21
48 H -2.86240 0.12881 -1.22918  0.21
49 H -4.90597 0.29058 0.29261  0.23
50 H -3.85469 1.05110 1.49489  0.24
51 H -4.30617 2.10812 -1.34522  0.23
52 H -3.25924 2.84646 -0.11279  0.23
53 H -0.75580 0.47535 -1.63126  0.42
54 H 0.78431 1.93755 0.39153  0.24
55 H 5.51345 -0.05879 -0.03459  0.22
56 H 6.78540 -2.12913 0.31550  0.22
57 H 5.61888 -4.21861 0.90860  0.22
58 H 3.16170 -4.23418 1.13691  0.22
59 H 1.88082 -2.14239 0.78803  0.23
60 H 4.39114 0.85986 2.23505  0.23
61 H 5.54474 2.98363 2.70963  0.23
62 H 5.30826 4.89366 1.12740  0.24
63 H 2.74253 3.23531 -2.30640  0.43

Properties
Highest occupied orbital energy   -9.438 eV
LUMO   -0.3 eV
Orbital gap   9.1846 eV
ΔE to the lowest compared entry with this formula, charge and spin   0.0000 eV
M   518.51 g/mol
Structure (SMILES)   NC(=O)[C@@H](CC1CC1)[C@@H](CCC(F)(F)F)C(=O)N[C@H]1N=C(c2ccccc2)c2cccc(F)c2NC1=O
Total energy   -1850.669501 a.u.
Max |F|   0.78 eV Å⁻¹



Record 3
A structure of composition C35H35N3O2P2PdS2 at a distorted geometry. Source: the OMol25 dataset; level of theory: ωB97M-V/def2-TZVPD.

Last column: Löwdin charge in e.
CARTESIAN COORDINATES (ANGSTROEM)
1 Pd -1.43461 0.25022 0.91901  0.55
2 N -2.21458 -1.92951 4.48356  0.16
3 C -1.97096 -1.46295 3.27584  -0.71
4 S -0.85734 -0.22111 2.99089  0.78
5 N -2.66291 -2.17900 2.26668  0.08
6 N -2.64103 -1.60389 1.15261  -0.05
7 C -3.08565 -2.41361 0.10047  0.00
8 C -3.31185 -1.96506 -1.15779  -0.07
9 C -3.75766 -2.94682 -2.13776  -0.02
10 C -4.11201 -2.57930 -3.37606  -0.02
11 C -4.06221 -1.18609 -3.77990  0.00
12 C -3.65627 -0.21389 -2.94407  0.01
13 C -3.21104 -0.52017 -1.60246  -0.30
14 O -2.80315 0.38257 -0.86594  -0.04
15 H -1.76436 -1.54212 5.29879  0.13
16 H -2.81941 -2.73076 4.59569  0.14
17 H -3.26689 -3.45326 0.35621  0.14
18 H -3.80475 -3.98382 -1.83146  0.13
19 H -4.45110 -3.31651 -4.09026  0.13
20 H -4.35578 -0.93633 -4.79157  0.13
21 H -3.60112 0.82404 -3.24241  0.13
22 C -4.59945 3.08313 3.22694  -0.24
23 S -4.27410 1.93304 1.89817  0.85
24 C -4.99459 2.86040 0.55159  -0.24
25 O -2.77540 2.01080 1.67857  -0.64
26 H -4.34605 4.09268 2.90858  0.07
27 H -3.97046 2.78177 4.06179  0.06
28 H -5.64933 3.01410 3.50996  0.07
29 H -6.07914 2.85968 0.65755  0.07
30 H -4.70716 2.35375 -0.36723  0.04
31 H -4.60032 3.87514 0.56488  0.07
32 C 2.25325 0.19875 1.07079  -0.50
33 P 0.70816 0.87962 0.43896  0.92
34 C 0.77411 1.01614 -1.35729  -0.35
35 C 0.08736 0.09191 -2.14053  -0.12
36 C 0.15856 0.15749 -3.52227  -0.07
37 C 0.91175 1.15131 -4.12902  -0.04
38 C 1.61097 2.06836 -3.35440  -0.04
39 C 1.55324 1.99828 -1.97296  -0.09
40 C 0.60684 2.58295 1.07560  -0.36
41 C 0.19511 3.65794 0.29062  -0.09
42 C 0.09893 4.92593 0.84388  -0.05
43 C 0.38905 5.13049 2.18407  -0.05
44 C 0.75455 4.05683 2.98442  -0.06
45 C 0.85654 2.79075 2.43562  -0.12
46 P 2.31569 -1.66579 1.12298  1.02
47 C 4.10581 -1.90006 1.40485  -0.40
48 C 4.64814 -3.13960 1.05944  -0.10
49 C 5.99166 -3.39990 1.26477  -0.07
50 C 6.81010 -2.43330 1.83509  -0.07
51 C 6.27748 -1.20628 2.19678  -0.07
52 C 4.92929 -0.94317 1.99227  -0.10
53 C 2.16817 -2.08812 -0.64795  -0.43
54 C 1.13562 -2.94323 -1.02197  -0.13
55 C 0.98791 -3.33399 -2.34845  -0.09
56 C 1.87267 -2.86583 -3.30578  -0.07
57 C 2.91025 -2.01227 -2.94120  -0.06
58 C 3.06126 -1.63353 -1.61954  -0.08
59 H 2.36590 0.54111 2.10022  0.04
60 H 3.02470 0.67001 0.45206  0.08
61 H -0.47292 -0.70490 -1.66656  0.08
62 H -0.35893 -0.57788 -4.12448  0.11
63 H 0.97034 1.20371 -5.20808  0.12
64 H 2.20703 2.83671 -3.82782  0.12
65 H 2.11280 2.70914 -1.37841  0.12
66 H -0.05848 3.51406 -0.75010  0.10
67 H -0.19917 5.75868 0.22113  0.12
68 H 0.32531 6.12369 2.60762  0.12
69 H 0.96374 4.20720 4.03492  0.12
70 H 1.13011 1.96464 3.08216  0.08
71 H 4.01717 -3.90519 0.62191  0.11
72 H 6.40103 -4.36183 0.98670  0.11
73 H 7.85673 -2.64275 2.00902  0.11
74 H 6.90988 -0.44971 2.64168  0.11
75 H 4.53914 0.01949 2.29746  0.09
76 H 0.46144 -3.32542 -0.26260  0.09
77 H 0.19779 -4.01981 -2.62758  0.10
78 H 1.77035 -3.17856 -4.33693  0.11
79 H 3.61074 -1.66205 -3.68792  0.12
80 H 3.89349 -0.99912 -1.33401  0.12

Properties
Highest occupied orbital energy   -12.624 eV
LUMO   -8.3 eV
Total charge   +2
Orbital gap   4.3522 eV
ΔE to the lowest compared entry with this formula, charge and spin   1.5675 eV
M   762.19 g/mol
Total energy   -3275.861246 a.u.
Max |F|   1.55 eV Å⁻¹



Record 4
A cluster of 2 separate species, FHNOS in total at a distorted geometry. Source: the OMol25 dataset; level of theory: ωB97M-V/def2-TZVPD.

Last column: natural (NBO) charge in e.
CARTESIAN COORDINATES (ANGSTROEM)
1 N 0.26488 -0.44363 -0.33409  -0.25
2 O -0.82322 -0.73892 0.35724  -0.55
3 F -0.33655 1.93401 0.13575  -0.65
4 S 1.31394 -1.65179 -0.37182  -0.12
5 H -0.41905 0.90033 0.21293  0.57

Properties
Highest occupied orbital energy   -3.764 eV
LUMO   4.2 eV
Total charge   -1
Orbital gap   7.9142 eV
ΔE to the lowest compared entry with this formula, charge and spin   0.5347 eV
M   82.08 g/mol
Total energy   -628.624326 a.u.
Max |F|   3.39 eV Å⁻¹